Entry 1:
A cluster of 7 separate species, C33H66F6N10O12PS2 in total, computed with ωB97M-V/def2-TZVPD.

Output
- net charge = +1
- lowest unoccupied orbital energy (eV) = -4.2
- gap between HOMO and LUMO (Eh) = 0.214

Each line ends with the Löwdin charge.
Geometry (Å):
C 1.939 1.029 1.282  -0.10
O 3.006 0.313 0.712  -0.17
C 2.781 -1.075 0.719  -0.26
C 3.540 -1.738 -0.414  -0.14
C 2.600 -2.478 -1.383  -0.19
C 2.373 -3.910 -0.938  -0.18
C 1.184 -4.610 -1.596  -0.13
C -0.136 -3.830 -1.599  -0.24
N -0.377 -3.282 -0.235  0.13
C -0.706 -4.299 0.623  -0.48
N -0.094 -4.451 1.798  -0.75
S 0.275 -3.141 2.844  0.86
S 0.311 -6.014 2.375  0.86
N -1.661 -5.230 0.357  -0.06
P -3.146 -4.927 1.164  0.43
N -2.996 -3.775 2.196  -0.10
O -4.172 -4.711 -0.010  -0.08
O -3.489 -6.305 1.750  -0.09
C -1.763 -5.722 -1.048  -0.08
C -1.247 -4.762 -2.107  -0.14
C -2.423 -4.154 -2.887  -0.19
O -3.378 -4.841 -3.204  0.17
C -2.415 -2.675 -3.395  -0.34
F -3.420 -2.569 -4.291  0.15
F -1.254 -2.418 -4.043  0.13
C -2.702 -1.584 -2.318  -0.32
F -3.267 -2.212 -1.238  0.12
F -1.554 -1.001 -1.930  0.16
C -3.701 -0.486 -2.766  -0.37
F -4.925 -1.033 -2.871  0.16
F -3.300 0.033 -3.937  0.18
C -3.740 0.659 -1.709  -0.38
O -2.906 1.547 -1.700  0.17
O -4.800 0.542 -0.894  0.14
H 1.047 0.929 0.664  0.09
H 1.718 0.676 2.289  0.09
H 2.181 2.075 1.337  0.07
H 3.107 -1.476 1.680  0.11
H 1.716 -1.277 0.651  0.08
H 4.129 -1.012 -0.949  0.12
H 4.175 -2.497 0.023  0.11
H 3.032 -2.469 -2.374  0.11
H 1.676 -1.917 -1.428  0.10
H 3.251 -4.469 -1.241  0.12
H 2.311 -4.004 0.143  0.10
H 1.032 -5.613 -1.203  0.12
H 1.445 -4.721 -2.644  0.13
H 0.030 -3.000 -2.256  0.13
H -1.084 -2.559 -0.233  0.12
H -0.542 -2.185 2.398  -0.10
H 1.648 -5.946 2.293  -0.10
H -3.613 -2.993 2.032  0.01
H -4.595 -3.853 0.084  0.09
H -3.619 -6.285 2.750  0.09
H -2.782 -6.018 -1.237  0.11
H -1.182 -6.631 -1.097  0.13
H -0.760 -5.376 -2.856  0.16
H -4.559 0.794 0.005  0.11
C -3.397 4.292 2.294  -0.35
O -2.540 3.512 1.907  -0.01
N -4.636 4.350 1.791  -0.19
C -5.636 5.275 2.302  -0.04
C -4.973 3.450 0.707  -0.04
H -3.229 5.006 3.113  0.12
H -6.493 4.720 2.686  0.09
H -5.971 5.940 1.504  0.09
H -5.210 5.868 3.107  0.06
H -4.831 2.421 1.041  0.07
H -4.321 3.623 -0.149  0.09
H -6.009 3.599 0.415  0.09
C 6.445 4.806 0.771  -0.36
O 7.005 3.859 0.255  0.01
N 5.129 5.055 0.684  -0.19
C 4.519 6.204 1.312  -0.06
C 4.295 4.137 -0.075  -0.04
H 6.990 5.562 1.365  0.13
H 3.762 5.885 2.032  0.09
H 4.044 6.839 0.561  0.09
H 5.277 6.786 1.833  0.08
H 4.361 3.136 0.354  0.08
H 4.647 4.099 -1.104  0.07
H 3.263 4.477 -0.059  0.09
C -3.944 -5.400 5.674  -0.31
O -4.136 -5.848 4.545  -0.02
N -2.774 -4.934 6.100  -0.18
C -2.583 -4.374 7.425  -0.04
C -1.664 -4.998 5.163  -0.08
H -4.748 -5.342 6.417  0.14
H -2.254 -3.337 7.351  0.09
H -1.831 -4.945 7.971  0.09
H -3.518 -4.408 7.977  0.09
H -1.919 -4.455 4.255  0.02
H -1.477 -6.041 4.901  0.08
H -0.770 -4.570 5.607  0.08
C -3.377 6.489 5.911  -0.34
O -4.283 6.289 5.120  -0.01
N -2.417 7.406 5.741  -0.19
C -1.355 7.606 6.710  -0.05
C -2.450 8.229 4.541  -0.03
H -3.277 5.919 6.849  0.14
H -1.380 8.627 7.095  0.09
H -0.382 7.428 6.249  0.09
H -1.480 6.916 7.540  0.08
H -3.381 8.793 4.495  0.10
H -2.391 7.603 3.651  0.09
H -1.610 8.917 4.555  0.09
C 5.106 6.277 -3.921  -0.35
O 4.559 6.074 -2.854  0.00
N 5.989 5.439 -4.483  -0.19
C 6.622 5.721 -5.756  -0.06
C 6.318 4.208 -3.778  -0.03
H 4.920 7.184 -4.520  0.13
H 6.384 4.940 -6.480  0.09
H 7.705 5.772 -5.640  0.09
H 6.266 6.674 -6.140  0.08
H 5.421 3.605 -3.634  0.09
H 6.736 4.429 -2.795  0.09
H 7.043 3.645 -4.360  0.09
C 1.336 -3.050 -5.761  -0.36
O 2.148 -2.378 -5.152  0.01
N 1.591 -3.722 -6.894  -0.19
C 0.577 -4.508 -7.570  -0.05
C 2.931 -3.650 -7.457  -0.03
H 0.302 -3.167 -5.408  0.11
H 0.886 -5.553 -7.634  0.09
H 0.413 -4.131 -8.580  0.09
H -0.360 -4.452 -7.021  0.08
H 3.662 -4.029 -6.743  0.09
H 3.189 -2.616 -7.685  0.10
H 2.970 -4.242 -8.366  0.09



Entry 2:
A cluster of 3 separate species, C31H49ClN3O13P3 in total, computed with ωB97M-V/def2-TZVPD.

Output
- net charge = 0
- lowest unoccupied orbital energy (eV) = -1.5
- SMILES string = N#COC1=C(CCCNCc2ccccc2O)C(=O)C(CC(=O)Cl)=C([PH2]=N)C1=O.CCOP(=O)(OCC)OCC.CCOP(=O)(OCC)OCC
- gap between HOMO and LUMO (Eh) = 0.272

Each line ends with the Löwdin charge.
Geometry (Å):
N -0.869 6.231 4.132  0.20
C -1.352 5.640 3.272  -0.30
O -1.869 5.176 2.160  0.09
C -1.016 4.374 1.398  -0.09
C -1.533 3.692 0.381  -0.06
C -2.979 3.688 -0.048  -0.11
C -3.627 5.077 -0.258  -0.15
C -4.721 5.263 0.828  -0.23
N -5.903 4.461 0.473  -0.06
C -6.541 3.859 1.659  -0.16
C -6.165 2.385 1.758  -0.16
C -6.396 1.572 0.644  -0.04
C -6.045 0.233 0.640  -0.08
C -5.474 -0.293 1.797  -0.10
C -5.261 0.478 2.923  -0.02
C -5.607 1.832 2.899  -0.28
O -5.401 2.600 4.038  0.02
C -0.586 2.805 -0.385  -0.33
O -0.659 2.624 -1.569  0.13
C 0.463 2.104 0.467  -0.16
C 0.829 0.699 0.050  -0.10
C -0.285 -0.227 0.538  -0.73
O -0.110 -1.087 1.335  0.05
Cl -1.926 -0.003 -0.118  0.75
C 0.966 2.782 1.506  -0.18
P 2.195 2.079 2.686  0.76
N 3.239 3.128 3.219  -0.30
C 0.457 4.209 1.673  -0.31
O 1.209 5.099 1.947  0.16
H -3.569 3.074 0.643  0.12
H -3.020 3.154 -1.002  0.12
H -2.912 5.894 -0.127  0.11
H -4.129 5.171 -1.221  0.11
H -4.312 4.799 1.730  0.09
H -4.950 6.316 1.024  0.12
H -6.581 5.081 0.047  0.11
H -6.263 4.359 2.591  0.11
H -7.625 3.903 1.512  0.13
H -6.860 2.034 -0.222  0.11
H -6.240 -0.361 -0.244  0.10
H -5.188 -1.341 1.800  0.10
H -4.836 0.011 3.804  0.12
H -4.454 2.766 4.107  0.11
H 0.861 0.648 -1.044  0.13
H 1.754 0.329 0.477  0.09
H 2.854 1.014 2.042  0.01
H 1.419 1.569 3.752  0.02
H 3.115 3.176 4.227  -0.04
O 3.513 0.667 -3.606  -0.23
P 4.885 1.187 -3.371  0.53
O 5.227 0.867 -1.819  -0.20
C 5.414 -0.489 -1.408  -0.29
C 6.763 -1.036 -1.836  -0.08
O 4.610 2.799 -3.282  -0.21
C 3.424 3.376 -3.832  -0.29
C 2.397 3.604 -2.747  -0.07
O 6.430 1.429 -3.807  -0.20
C 6.711 2.048 -5.086  -0.25
C 7.039 3.519 -4.912  -0.07
H 4.601 -1.112 -1.794  0.11
H 5.345 -0.494 -0.319  0.11
H 6.820 -1.129 -2.922  0.07
H 6.934 -2.021 -1.400  0.08
H 7.564 -0.365 -1.526  0.08
H 3.020 2.759 -4.634  0.11
H 3.708 4.331 -4.280  0.11
H 2.212 2.693 -2.178  0.06
H 1.453 3.947 -3.172  0.08
H 2.751 4.355 -2.038  0.08
H 5.882 1.901 -5.781  0.12
H 7.579 1.529 -5.492  0.12
H 6.136 4.126 -4.890  0.06
H 7.646 3.874 -5.745  0.08
H 7.569 3.692 -3.977  0.09
O -2.379 -6.644 1.224  -0.22
P -0.895 -6.627 1.216  0.53
O -0.456 -5.114 0.853  -0.19
C -0.696 -4.065 1.802  -0.27
C 0.299 -4.101 2.946  -0.08
O -0.572 -7.373 -0.209  -0.22
C -1.549 -8.194 -0.849  -0.30
C -2.253 -7.433 -1.952  -0.07
O 0.554 -7.057 1.817  -0.20
C 0.829 -8.459 2.047  -0.25
C 1.669 -9.034 0.922  -0.07
H -1.723 -4.125 2.175  0.12
H -0.594 -3.125 1.263  0.08
H 0.156 -4.991 3.564  0.07
H 0.181 -3.223 3.583  0.08
H 1.320 -4.132 2.566  0.08
H -2.260 -8.593 -0.127  0.10
H -1.017 -9.049 -1.276  0.11
H -2.659 -6.490 -1.587  0.08
H -3.067 -8.026 -2.373  0.08
H -1.551 -7.190 -2.752  0.08
H -0.096 -9.022 2.183  0.12
H 1.390 -8.511 2.980  0.11
H 1.048 -9.359 0.089  0.06
H 2.225 -9.906 1.269  0.08
H 2.365 -8.291 0.536  0.09



Entry 3:
The molecule C4H6N2O, computed with ωB97M-V/def2-TZVPD.

Output
- net charge = 0
- ΔE to the lowest compared entry with this formula, charge and spin (eV) = 1.728
- lowest unoccupied orbital energy (eV) = 0.9
- SMILES string = [H]/N=C1\COC=CN1
- gap between HOMO and LUMO (Eh) = 0.326

Each line ends with the Löwdin charge.
Geometry (Å):
C -1.039 0.061 -0.058  -0.46
C -0.283 -1.233 -0.040  -0.10
C 1.800 0.018 -0.016  -0.15
C 1.134 1.150 -0.003  -0.13
H -2.755 -0.751 0.097  0.06
H -0.639 -1.872 -0.897  0.15
H -0.625 -1.718 0.881  0.13
H 2.851 -0.035 0.142  0.11
H 1.634 2.107 0.115  0.12
H -0.698 2.114 0.005  0.16
N -2.293 0.169 0.011  0.12
N -0.251 1.187 -0.160  0.06
O 1.163 -1.198 -0.076  -0.07



Entry 4:
The molecule C4H8N2O, computed with ωB97M-V/def2-TZVPD.

Output
- net charge = 0
- ΔE to the lowest compared entry with this formula, charge and spin (eV) = 2.091
- lowest unoccupied orbital energy (eV) = 1.0
- SMILES string = C[C@@]1(C(N)=O)CN1
- gap between HOMO and LUMO (Eh) = 0.392

Each line ends with the Löwdin charge.
Geometry (Å):
C -1.187 -1.232 0.357  -0.01
C -0.259 -0.082 0.014  -0.40
C -0.738 0.921 -0.957  -0.12
N -0.282 1.337 0.386  0.04
C 1.206 -0.530 -0.162  -0.47
O 1.483 -1.700 -0.368  0.04
N 2.142 0.455 -0.113  0.16
H -2.046 -1.237 -0.319  0.08
H -0.625 -2.154 0.177  0.08
H -1.543 -1.225 1.388  0.08
H -0.190 1.240 -1.826  0.11
H -1.832 0.891 -1.055  0.11
H -1.104 1.890 0.530  0.09
H 1.867 1.341 0.286  0.09
H 3.098 0.147 -0.020  0.11



> Look up the gap between HOMO and LUMO of the second one.

0.272 Eh